1.
DFT (wB97M-V/def2-TZVPD) results for C15H18N6NiSe5Te as an isolated structure.

Each line ends with the natural charge from an NBO analysis.
Geometry (Å):
Ni 0.10 0.30 2.14  1.2216
Se 1.25 -2.23 -0.31  0.1903
Se 2.13 -2.71 1.77  0.2376
C 2.94 -1.03 2.21  0.0536
C 4.29 -1.02 2.52  -0.2546
C 4.88 0.18 2.90  -0.1411
C 4.10 1.32 2.93  -0.2417
C 2.77 1.23 2.59  0.0702
N 2.19 0.07 2.25  -0.5557
C -0.61 -2.08 0.17  0.0360
C -1.51 -2.89 -0.50  -0.2693
C -2.86 -2.79 -0.19  -0.1641
C -3.25 -1.91 0.80  -0.2054
C -2.28 -1.15 1.43  0.0418
N -0.98 -1.21 1.10  -0.5491
H 4.86 -1.93 2.46  0.2347
H 5.93 0.21 3.16  0.2257
H 4.52 2.28 3.21  0.2324
H 2.11 2.09 2.60  0.2339
H -1.16 -3.60 -1.24  0.2349
H -3.59 -3.41 -0.70  0.2251
H -4.28 -1.81 1.10  0.2269
H -2.53 -0.46 2.23  0.2528
Se -0.04 -0.84 4.33  -0.5767
Se -2.18 -0.17 5.00  -0.2018
Te -1.90 2.32 4.88  0.2085
Se -1.10 2.41 2.50  -0.8219
C -2.31 0.20 -3.03  -0.6165
C -1.23 0.96 -3.80  -0.2245
C -0.07 0.03 -4.16  -0.6127
C -0.75 2.20 -3.04  -0.2123
N -0.07 1.86 -1.80  -0.1863
C -0.58 1.51 -0.62  0.1875
N 0.42 1.16 0.16  -0.3963
N 1.55 1.32 -0.56  -0.0474
N 1.27 1.72 -1.74  -0.0494
H -2.72 -0.60 -3.64  0.2228
H -3.14 0.86 -2.74  0.2125
H -1.91 -0.26 -2.12  0.2045
H -1.67 1.35 -4.72  0.2135
H 0.39 -0.39 -3.27  0.2086
H 0.71 0.56 -4.71  0.2192
H -0.43 -0.79 -4.78  0.2175
H -1.58 2.85 -2.79  0.2207
H -0.03 2.76 -3.63  0.2354
H -1.62 1.54 -0.34  0.2586

Properties
Highest occupied orbital energy (spin up / spin down), eV: -6.375 / -6.335
ΔE to the lowest compared entry with this formula, charge and spin, eV: 0.3794
Spin multiplicity: 3
M, g/mol: 863.444
E_LUMO (spin up / spin down), eV: -0.657 / -0.652

=====

2.
DFT (wB97M-V/def2-TZVPD) results for a 2-piece molecular cluster, C15H18O overall.

Each line ends with the natural charge from an NBO analysis.
Geometry (Å):
C 5.60 -0.40 1.00  -0.6319
C 1.47 -0.28 -0.24  -0.1782
C 1.80 -0.37 1.09  -0.2094
C 2.50 -0.23 -1.18  -0.2188
C 3.14 -0.43 1.50  -0.2256
C 3.82 -0.27 -0.79  -0.2231
C 4.16 -0.35 0.56  -0.0037
H 0.43 -0.29 -0.55  0.2109
H 1.03 -0.40 1.85  0.2050
H 2.28 -0.15 -2.24  0.2105
H 3.39 -0.49 2.55  0.2073
H 4.60 -0.25 -1.54  0.2074
H 5.78 0.36 1.76  0.2181
H 6.25 -0.19 0.15  0.2120
H 5.91 -1.38 1.37  0.2202
C -1.59 1.64 0.56  -0.4136
C -2.56 2.68 1.17  -0.5942
C -2.30 0.52 -0.15  -0.0490
C -2.63 -0.65 0.51  -0.1990
C -2.63 0.61 -1.51  -0.1827
C -3.24 -1.71 -0.17  -0.2805
C -3.24 -0.42 -2.18  -0.2647
C -3.56 -1.60 -1.51  0.2937
O -4.15 -2.61 -2.19  -0.6681
H -0.95 2.15 -0.16  0.2084
H -0.97 1.22 1.35  0.2055
H -3.21 2.20 1.89  0.2051
H -2.44 -0.77 1.57  0.2091
H -2.41 1.55 -2.01  0.2085
H -3.47 -2.61 0.38  0.2044
H -3.47 -0.32 -3.24  0.2246
H -4.27 -3.38 -1.64  0.4804
H -3.13 3.17 0.39  0.2050
H -1.94 3.44 1.65  0.2065

Properties
Highest occupied orbital energy, eV: -8.400
ΔE to the lowest compared entry with this formula, charge and spin, eV: 0.0000
SMILES: CCc1ccc(O)cc1.Cc1ccccc1
M, g/mol: 214.308
E_LUMO, eV: 0.818

=====

3.
DFT (wB97M-V/def2-TZVPD) results for a 2-piece molecular cluster, C15H18O2 overall in a non-equilibrium geometry.

Each line ends with the natural charge from an NBO analysis.
Geometry (Å):
C -0.78 5.27 0.39  -0.6181
C -0.05 1.30 1.74  0.3725
C -1.00 1.39 0.74  -0.3274
C 0.77 2.33 2.13  -0.3060
C -1.23 2.75 0.27  -0.1621
C 0.48 3.60 1.69  -0.1570
C -0.48 3.86 0.74  -0.0888
O 0.19 0.14 2.41  -0.6873
H -1.62 0.67 0.37  0.2166
H -0.20 -0.59 1.84  0.4729
H 1.54 2.25 2.85  0.2252
H -2.11 2.79 -0.43  0.2107
H 1.11 4.45 2.10  0.2064
H -1.81 5.37 -0.11  0.2120
H -0.13 5.72 -0.29  0.2183
H -0.83 5.83 1.35  0.2171
C 1.84 -1.51 -0.13  -0.4195
C 2.19 -2.09 1.18  -0.6342
C 0.77 -2.19 -0.86  -0.0722
C -0.54 -2.47 -0.35  -0.1923
C 0.96 -2.60 -2.18  -0.1627
C -1.58 -2.82 -1.10  -0.2896
C -0.05 -3.20 -3.03  -0.2859
C -1.36 -3.23 -2.41  0.3223
O -2.32 -3.67 -3.16  -0.6873
H 1.41 -0.43 0.06  0.2138
H 2.80 -1.47 -0.79  0.2204
H 2.00 -1.30 1.93  0.2341
H -0.51 -2.27 0.71  0.1838
H 1.92 -2.49 -2.63  0.1985
H -2.67 -2.89 -0.74  0.2093
H 0.15 -3.34 -4.12  0.2339
H -3.32 -3.73 -2.92  0.5057
H 3.04 -2.68 1.25  0.2188
H 1.42 -2.75 1.50  0.1981

Properties
Highest occupied orbital energy, eV: -8.021
ΔE to the lowest compared entry with this formula, charge and spin, eV: 2.8605
SMILES: CCc1ccc(O)cc1.Cc1ccc(O)cc1
M, g/mol: 230.307
E_LUMO, eV: 0.559

=====

4.
DFT (wB97M-V/def2-TZVPD) results for a 2-piece molecular cluster, C15H19BrCl2NO7PS overall in a non-equilibrium geometry.

Each line ends with the natural charge from an NBO analysis.
Geometry (Å):
C 5.31 2.08 0.11  -0.6422
C 4.45 3.25 0.59  -0.0772
O 4.03 4.14 -0.44  -0.5263
C 3.04 3.62 -1.29  -0.0926
C 1.61 3.90 -0.83  -0.1281
O 1.26 3.34 0.46  -0.5184
C 0.35 2.32 0.44  0.4509
Br -1.40 2.71 -0.35  0.0789
O 0.04 2.14 1.84  -0.6706
S 1.36 1.41 2.50  2.5097
O 2.19 2.39 3.11  -0.8696
O 0.91 0.39 3.39  -0.8785
O 1.97 0.82 1.11  -0.6841
C 0.90 0.89 0.13  0.2171
O 1.61 0.70 -1.11  -0.5024
C 0.95 1.06 -2.18  0.5306
N 0.37 1.54 -3.05  -0.3716
P -0.21 -0.59 0.56  0.7803
C 1.02 -1.88 1.06  -0.9275
C -0.91 -1.26 -1.00  -0.9541
H 4.91 1.57 -0.77  0.2016
H 6.35 2.36 -0.08  0.2112
H 5.32 1.33 0.91  0.2134
H 5.06 3.85 1.26  0.1912
H 3.62 2.87 1.19  0.1842
H 3.19 2.56 -1.52  0.1716
H 3.14 4.15 -2.24  0.2017
H 1.51 4.98 -0.72  0.2107
H 0.92 3.61 -1.63  0.2126
H 1.84 -1.91 0.34  0.2216
H 1.48 -1.62 2.02  0.2580
H 0.52 -2.85 1.12  0.2470
H -1.71 -0.62 -1.38  0.2554
H -1.33 -2.26 -0.82  0.2619
H -0.12 -1.37 -1.76  0.2190
Cl -4.75 -1.90 -2.07  0.0294
C -5.06 -3.17 -0.93  -0.0688
C -4.13 -4.16 -0.67  -0.0572
Cl -2.59 -4.18 -1.46  0.0242
C -4.42 -5.17 0.24  -0.2169
C -5.64 -5.18 0.89  -0.1997
C -6.58 -4.19 0.63  -0.1973
C -6.29 -3.18 -0.28  -0.2120
H -3.69 -5.94 0.44  0.2326
H -5.87 -5.97 1.60  0.2232
H -7.53 -4.19 1.14  0.2233
H -7.01 -2.41 -0.48  0.2339

Properties
Highest occupied orbital energy, eV: -8.963
SMILES: CCOCCO[C@]1(Br)OS(=O)(=O)O[C@@]1(OC#N)P(C)C.Clc1ccccc1Cl
M, g/mol: 539.168
E_LUMO, eV: 0.264

=====

5.
DFT (wB97M-V/def2-TZVPD) results for C15H19CeN3O3 as an isolated structure in a non-equilibrium geometry.

Each line ends with the natural charge from an NBO analysis.
Geometry (Å):
N 0.13 2.36 -0.28  -0.6267
C 0.16 3.49 -0.22  0.6979
C 0.24 4.94 -0.23  -0.7632
H -0.81 5.31 -0.30  0.3304
H 0.84 5.22 -1.11  0.3298
H 0.72 5.25 0.72  0.3346
N 1.89 -1.23 -0.65  -0.6277
C 2.87 -1.87 -0.74  0.7043
C 4.06 -2.64 -0.96  -0.7791
H 4.65 -2.12 -1.74  0.3338
H 3.74 -3.65 -1.30  0.3370
H 4.62 -2.69 0.00  0.3401
N -2.07 -1.09 -0.28  -0.6471
C -3.14 -1.57 -0.21  0.7369
C -4.42 -2.20 -0.23  -0.7800
H -4.38 -3.03 0.51  0.3432
H -4.58 -2.58 -1.26  0.3348
H -5.17 -1.44 0.05  0.3412
Ce -0.11 0.06 -0.51  1.4863
C 0.10 -1.86 1.45  0.5840
O 0.05 -2.74 2.18  -0.2861
C 1.69 0.68 1.49  0.5830
O 2.52 1.06 2.17  -0.2772
C 0.50 1.38 -3.32  -0.1691
C -0.93 1.45 -3.19  -0.1885
C -1.70 0.25 -3.19  -0.1231
C -1.06 -1.02 -3.32  -0.1753
C 0.36 -1.09 -3.44  -0.1599
C 1.14 0.11 -3.44  -0.1568
H 1.09 2.30 -3.36  0.2877
H -1.42 2.43 -3.14  0.2882
H -2.80 0.31 -3.14  0.2790
H -1.66 -1.94 -3.35  0.2861
H 0.86 -2.06 -3.57  0.2882
H 2.23 0.06 -3.57  0.2877
C -1.63 0.35 2.80  -0.2611
O -1.59 1.11 1.58  -0.6940
H -2.08 -0.65 2.61  0.2061
H -2.24 0.91 3.54  0.2648
H -0.61 0.16 3.23  0.1918
H -1.31 2.02 1.68  0.5177

Properties
Highest occupied orbital energy (spin up / spin down), eV: -23.369 / -23.371
M, g/mol: 429.451
E_LUMO (spin up / spin down), eV: -17.085 / -17.074
Total charge: +4